# C30H25CrIN2PS6Se4

C30H25CrIN2PS6Se4 as an isolated structure (the ωB97M-V functional and the def2-TZVPD basis, the OMol25 dataset).

ΔE to the lowest compared entry with this formula, charge and spin   0.0 kcal per mole
Total charge   -1
DFT total energy   -406708.2204 eV
Largest force on an atom   0.538 eV/Å
Expectation value of S²   6.196
2S+1   5
Orbital gap (alpha / beta)   0.1582 / 0.2378 Ha
HOMO energy (alpha / beta)   -2.567 / -4.516 eV

```
70
Properties=species:S:1:pos:R:3:mulliken_spin:R:1
Cr 0.557 -1.346 0.504 3.325
Se -0.365 -1.655 2.761 -0.089
Se 1.338 -2.956 3.683 0.013
Se 3.089 -1.462 3.370 0.020
Se 3.013 -1.275 1.045 -0.073
I 1.522 -0.698 -2.009 -0.006
C 0.521 0.981 -2.749 0.055
C 0.201 0.830 -4.106 0.140
C -0.351 1.890 -4.798 -0.071
C -0.516 3.101 -4.149 0.215
C -0.156 3.280 -2.794 -0.133
C -0.212 4.568 -2.229 0.332
C 0.235 4.786 -0.928 -0.090
C 0.586 3.722 -0.140 0.187
C 0.523 2.368 -0.589 0.138
P 0.336 1.194 0.778 -0.096
C -1.176 1.824 1.658 -0.025
C -2.384 1.141 1.575 0.022
C -3.539 1.637 2.167 0.000
C -3.507 2.835 2.860 0.003
C -2.308 3.526 2.962 -0.004
C -1.159 3.026 2.372 0.017
C 1.633 1.709 1.968 -0.010
C 2.866 2.157 1.500 0.028
C 3.857 2.544 2.386 -0.003
C 3.626 2.492 3.756 -0.003
C 2.410 2.029 4.230 -0.004
C 1.423 1.625 3.341 0.002
C 0.305 2.151 -1.998 0.040
H 0.398 -0.109 -4.604 0.023
H -0.609 1.782 -5.845 0.003
H -0.892 3.964 -4.687 0.008
H -0.537 5.390 -2.854 0.017
H 0.297 5.793 -0.530 -0.003
H 0.925 3.921 0.866 0.091
H -2.436 0.206 1.040 -0.016
H -4.460 1.071 2.091 0.000
H -4.404 3.224 3.326 0.000
H -2.261 4.459 3.512 0.000
H -0.236 3.572 2.501 0.013
H 3.043 2.207 0.433 -0.002
H 4.811 2.887 2.007 0.000
H 4.399 2.801 4.449 0.000
H 2.230 1.956 5.295 0.000
H 0.489 1.234 3.721 0.009
C -2.855 0.233 -2.448 -0.010
N -2.274 -1.060 -2.779 -0.001
C -2.124 -1.581 -4.049 0.003
C -1.538 -2.791 -3.921 0.005
N -1.357 -2.993 -2.571 -0.007
C -1.814 -1.940 -1.873 0.003
S -1.838 -1.823 -0.173 -0.029
H -2.800 0.869 -3.328 0.008
H -2.279 0.690 -1.646 0.009
H -3.886 0.107 -2.120 0.000
H -2.409 -1.022 -4.921 -0.008
H -1.219 -3.502 -4.661 0.000
H -0.867 -3.751 -2.110 0.005
C 3.321 -6.330 -0.183 -0.001
S 2.923 -5.871 1.518 0.000
C 1.169 -5.769 1.455 -0.025
C 0.406 -4.907 0.751 0.020
S 0.968 -3.674 -0.342 -0.048
S -1.321 -5.170 0.912 0.003
C -1.290 -6.531 1.968 0.000
S -2.637 -7.314 2.511 0.000
S 0.319 -6.982 2.383 -0.001
H 4.395 -6.518 -0.189 0.000
H 3.086 -5.512 -0.859 0.001
H 2.796 -7.238 -0.477 0.000
```

# C35H61BGeN9O3S3Tl

C35H61BGeN9O3S3Tl as an isolated structure (the ωB97M-V functional and the def2-TZVPD basis, the OMol25 dataset).

ΔE to the lowest compared entry with this formula, charge and spin   0.0 kcal per mole
Total charge   +1
DFT total energy   -151230.2672 eV
Largest force on an atom   0.578 eV/Å
Expectation value of S²   0.754
2S+1   2
Orbital gap (alpha / beta)   0.2703 / 0.2394 Ha
HOMO energy (alpha / beta)   -10.710 / -10.720 eV

```
114
Properties=species:S:1:pos:R:3:mulliken_spin:R:1
Tl 0.225 0.703 -1.448 -0.130
C -2.265 -1.009 3.090 0.021
C -1.633 0.361 3.298 0.100
C -2.701 1.440 3.280 0.012
C -0.837 0.415 4.595 -0.009
O -0.729 0.525 2.180 0.215
Ge 0.305 1.935 1.836 0.511
O 1.694 1.104 1.078 0.241
C 3.055 1.362 1.543 0.031
C 3.971 1.007 0.385 -0.001
C 3.352 0.469 2.739 0.006
C 3.194 2.823 1.947 0.123
O -0.307 2.692 0.308 -0.055
C -0.859 4.040 0.198 -0.014
C -2.276 4.040 0.747 0.033
C 0.017 5.013 0.974 0.044
C -0.829 4.392 -1.284 0.022
H -3.010 -1.207 3.862 0.003
H -1.506 -1.790 3.130 -0.002
H -2.746 -1.052 2.112 -0.005
H -3.431 1.272 4.073 -0.004
H -3.222 1.440 2.323 -0.001
H -2.259 2.426 3.447 0.002
H -1.476 0.210 5.455 -0.004
H -0.399 1.408 4.735 -0.005
H -0.033 -0.318 4.579 0.003
H 3.761 -0.008 0.042 0.001
H 5.010 1.053 0.714 0.003
H 3.861 1.697 -0.450 -0.007
H 3.429 -0.575 2.439 -0.002
H 2.565 0.556 3.494 -0.002
H 4.295 0.765 3.201 -0.004
H 2.792 3.481 1.181 -0.030
H 4.241 3.087 2.096 -0.005
H 2.670 3.016 2.891 -0.039
H -2.267 3.878 1.824 -0.003
H -2.874 3.255 0.284 0.000
H -2.755 5.003 0.560 -0.002
H 0.003 4.790 2.045 -0.041
H -0.357 6.031 0.850 -0.004
H 1.043 4.983 0.608 0.005
H -1.194 3.567 -1.896 -0.001
H 0.179 4.646 -1.605 -0.007
H -1.466 5.258 -1.472 0.004
C 2.892 0.258 -4.789 0.000
C 2.175 -0.681 -5.757 0.000
C 1.357 0.081 -6.799 0.000
C 3.215 -1.530 -6.485 0.000
N 1.273 -1.589 -4.971 0.001
C 1.459 -2.953 -4.844 0.000
C 0.496 -3.419 -4.028 -0.001
N -0.282 -2.349 -3.640 0.001
B -1.431 -2.578 -2.645 -0.003
N -2.571 -1.533 -2.764 -0.001
C -3.438 -1.670 -3.820 0.000
C -4.304 -0.640 -3.787 0.001
N -3.969 0.146 -2.706 0.000
C -2.896 -0.413 -2.093 -0.001
S -2.124 0.183 -0.649 -0.001
C -4.723 1.383 -2.312 0.001
C -5.285 1.210 -0.902 0.001
C -3.775 2.572 -2.419 -0.001
C -5.889 1.595 -3.274 0.000
N -0.929 -2.781 -1.183 0.001
C -1.665 -3.601 -0.361 0.002
C -0.905 -3.913 0.703 0.000
N 0.314 -3.284 0.546 -0.005
C 0.260 -2.552 -0.597 0.005
S 1.491 -1.486 -1.207 -0.008
C 1.427 -3.468 1.540 -0.001
C 1.264 -2.386 2.598 -0.001
C 2.807 -3.415 0.886 0.000
C 1.276 -4.853 2.177 0.001
C 0.203 -1.237 -4.217 -0.001
S -0.440 0.344 -4.018 -0.002
H 3.586 0.884 -5.351 0.000
H 3.466 -0.317 -4.059 0.000
H 2.196 0.909 -4.265 0.000
H 2.043 0.610 -7.461 0.000
H 0.690 0.808 -6.344 0.000
H 0.768 -0.611 -7.405 0.000
H 3.832 -0.859 -7.081 0.000
H 2.756 -2.247 -7.167 0.000
H 3.876 -2.053 -5.794 0.000
H 2.235 -3.482 -5.360 0.000
H 0.282 -4.421 -3.703 0.000
H -1.930 -3.629 -2.948 0.000
H -3.364 -2.497 -4.503 0.000
H -5.126 -0.414 -4.436 0.000
H -4.499 1.090 -0.160 0.000
H -5.949 0.345 -0.858 0.000
H -5.865 2.096 -0.642 0.000
H -2.962 2.482 -1.705 0.004
H -4.321 3.493 -2.211 0.000
H -3.356 2.638 -3.424 0.000
H -6.609 0.776 -3.240 0.000
H -5.552 1.744 -4.301 0.000
H -6.407 2.501 -2.966 0.000
H -2.655 -3.925 -0.629 0.000
H -1.125 -4.548 1.538 0.000
H 1.205 -1.399 2.137 0.001
H 2.109 -2.406 3.288 0.000
H 0.353 -2.559 3.171 -0.003
H 3.095 -2.412 0.589 0.000
H 2.859 -4.070 0.014 0.000
H 3.531 -3.772 1.618 0.000
H 0.389 -4.937 2.803 0.000
H 2.134 -5.019 2.826 0.000
H 1.264 -5.642 1.423 0.000
N 1.586 2.206 -2.205 0.006
C 2.206 3.130 -1.812 -0.002
N 2.737 4.213 -1.449 0.002
C 4.030 4.296 -1.139 0.001
N 5.142 4.431 -0.861 0.000
```

# C37H32BrIrN4OSe

C37H32BrIrN4OSe as an isolated structure (the ωB97M-V functional and the def2-TZVPD basis, the OMol25 dataset).

Total charge   0
DFT total energy   -185125.1280 eV
Largest force on an atom   2.676 eV/Å
Orbital gap   0.2140 Ha
HOMO energy   -7.208 eV

```
77
Properties=species:S:1:pos:R:3:lowdin_charge:R:1
Ir -0.734 -0.256 -0.431 1.289
Br -6.109 4.887 -0.619 0.713
C -4.763 3.576 -0.915 -0.690
C -4.581 3.078 -2.205 -0.107
C -3.630 2.110 -2.403 0.007
C -2.823 1.618 -1.351 -0.335
O -1.992 0.679 -1.625 -0.220
C -2.986 2.182 -0.030 -0.140
C -2.196 1.822 1.085 -0.051
N -1.168 0.974 1.090 -0.151
C -0.455 0.673 2.225 -0.206
C -0.615 1.252 3.497 0.015
C 0.189 0.870 4.555 -0.060
C 1.179 -0.083 4.403 -0.018
C 1.364 -0.715 3.162 -0.158
C 2.324 -1.724 2.931 0.017
C 2.382 -2.331 1.693 -0.031
C 1.507 -1.947 0.692 -0.075
N 0.602 -0.974 0.870 -0.082
C 0.530 -0.346 2.073 -0.177
C -3.998 3.148 0.144 -0.084
H -5.187 3.447 -3.016 0.104
H -3.485 1.671 -3.377 0.122
H -2.475 2.300 2.018 0.125
H -1.370 2.002 3.659 0.106
H 0.036 1.332 5.520 0.111
H 1.803 -0.364 5.239 0.115
H 2.998 -2.006 3.726 0.121
H 3.099 -3.109 1.490 0.112
H 1.509 -2.431 -0.273 0.119
H -4.176 3.549 1.131 0.108
C 4.242 -0.854 -3.872 -0.083
C 3.809 -0.820 -2.404 -0.209
C 3.639 0.581 -1.881 -0.166
C 4.783 1.316 -1.613 -0.052
C 4.711 2.593 -1.095 -0.080
C 3.474 3.140 -0.804 -0.044
C 2.304 2.437 -1.039 -0.169
C 0.979 3.046 -0.687 -0.201
C 0.224 3.573 -1.908 -0.074
C 2.375 1.154 -1.615 -0.182
N 1.226 0.421 -1.840 0.046
C 1.022 -0.199 -2.958 -0.093
C 0.091 -1.245 -3.052 -0.326
C -0.203 -2.142 -4.094 -0.040
C -1.077 -3.080 -3.564 -0.086
C -1.296 -2.711 -2.235 -0.162
N -0.587 -1.628 -1.919 -0.141
H 4.296 -1.882 -4.226 0.075
H 5.220 -0.396 -3.997 0.071
H 3.540 -0.314 -4.504 0.063
H 4.579 -1.320 -1.812 0.115
H 2.883 -1.384 -2.290 0.087
H 5.747 0.869 -1.805 0.113
H 5.612 3.155 -0.903 0.101
H 3.417 4.131 -0.378 0.110
H 1.140 3.862 0.021 0.112
H 0.356 2.288 -0.205 0.065
H 0.827 4.295 -2.455 0.077
H -0.699 4.060 -1.599 0.070
H -0.036 2.754 -2.574 0.065
H 1.587 0.066 -3.851 0.136
H 0.195 -2.109 -5.091 0.099
H -1.499 -3.933 -4.057 0.088
H -1.936 -3.188 -1.514 0.068
Se -3.023 -1.673 0.906 0.732
C -2.780 -2.707 2.488 -0.657
C -3.901 -3.254 3.115 -0.148
C -3.749 -4.038 4.242 -0.098
C -2.486 -4.265 4.770 -0.107
C -1.372 -3.711 4.157 -0.096
C -1.514 -2.941 3.019 -0.137
H -4.881 -3.061 2.703 0.092
H -4.613 -4.477 4.716 0.100
H -2.370 -4.879 5.651 0.095
H -0.387 -3.885 4.567 0.098
H -0.644 -2.531 2.531 0.068
```

# C4H11NO4S

A 2-piece molecular cluster, C4H11NO4S overall (the ωB97M-V functional and the def2-TZVPD basis, the OMol25 dataset).

ΔE to the lowest compared entry with this formula, charge and spin   69.3 kcal per mole
Total charge   0
DFT total energy   -24832.3018 eV
Largest force on an atom   10.032 eV/Å
Expectation value of S²   2.006
2S+1   3
Orbital gap (alpha / beta)   0.2076 / 0.3244 Ha
HOMO energy (alpha / beta)   -5.112 / -10.679 eV

```
21
Properties=species:S:1:pos:R:3:mulliken_spin:R:1
C -1.062 -0.048 -1.488 -0.004
C -1.534 -0.182 0.949 -0.037
C -3.467 0.140 -0.637 1.144
C -2.145 -0.050 -0.436 0.648
N 2.003 0.575 0.579 0.003
O 3.949 -0.708 -0.267 0.000
O 1.803 -1.808 0.379 0.001
O 2.905 0.485 1.605 0.000
O 2.194 1.740 -0.265 0.001
S 2.537 -0.667 -0.576 0.005
H -0.776 -0.944 -2.019 0.069
H -1.316 0.556 -2.325 0.018
H -0.138 0.291 -1.069 0.014
H -2.051 0.012 1.819 0.013
H -0.722 0.458 1.145 0.031
H -1.150 -1.194 1.159 0.078
H -4.089 0.189 0.252 0.008
H 1.555 -1.560 1.277 0.000
H -3.890 0.211 -1.642 0.009
H 3.861 0.219 1.412 0.000
H 1.534 2.284 0.147 -0.001
```